Entry 1:
The following is a DFT calculation (ωB97M-V/def2-TZVPD) of a cluster of 3 separate species, C4H12NS2 in total at a distorted geometry.

Properties
Kohn-Sham gap (alpha / beta)	0.1759 / 0.0577	Ha
<S²>	2.006
energy above the lowest of the compared OMol25 structures with the same formula, charge and spin	62.1	kcal per mole
molecular weight	138.28	g/mol
net charge	+1
multiplicity	3

Element x y z (Å)
C -2.04 1.16 2.44
C 4.21 -3.94 -1.54
C 0.25 4.04 -1.09
C -1.87 1.59 1.05
N -0.99 2.39 0.59
S -2.92 0.87 -0.16
S 2.71 -4.67 -0.81
H -1.90 0.04 2.43
H -3.08 1.45 2.69
H -1.15 1.73 2.77
H 3.98 -3.14 -2.13
H 4.67 -4.73 -2.07
H 4.79 -3.71 -0.54
H -0.28 3.63 -1.84
H 1.14 3.42 -0.65
H -0.15 4.68 -0.42
H -0.20 2.77 1.15
H 2.25 -3.44 -0.60
H -3.28 -0.03 0.71

***

Entry 2:
The following is a DFT calculation (ωB97M-V/def2-TZVPD) of a cluster of 8 separate species, C44H83BF4N10O4 in total at a distorted geometry.

Properties
Kohn-Sham gap (alpha / beta)	0.0494 / 0.0496	Ha
<S²>	0.755
molecular weight	903.02	g/mol
net charge	+3
multiplicity	2

Element x y z (Å)
C 0.10 5.64 1.80
C -0.62 4.38 2.39
C -0.55 3.27 1.24
C 0.86 2.84 0.97
C 1.60 2.37 2.23
C 1.56 3.28 3.49
N 0.24 3.91 3.56
O 0.14 4.78 4.71
C 2.72 4.35 3.29
C 1.68 2.41 4.80
C -2.05 4.83 2.75
H 1.09 5.35 1.43
H 0.30 6.43 2.53
H -0.44 6.02 0.94
H -0.96 3.73 0.35
H -1.15 2.38 1.41
H 1.47 3.63 0.52
H 0.91 1.99 0.29
H 2.64 2.37 1.91
H 1.24 1.38 2.50
H 3.56 3.79 3.69
H 2.73 5.31 3.81
H 3.01 4.46 2.24
H 2.73 2.30 5.04
H 1.22 1.44 4.62
H 1.18 2.87 5.66
H -2.73 4.08 3.15
H -2.48 5.25 1.84
H -1.99 5.63 3.49
C -3.54 -0.80 -1.07
C -4.11 -0.81 -2.54
C -5.68 -0.89 -2.49
C -6.29 -0.50 -3.81
C -6.03 0.99 -4.15
C -4.51 1.25 -4.33
N -3.70 0.55 -3.17
O -2.37 0.85 -3.13
C -4.38 2.76 -4.09
C -4.14 0.66 -5.69
C -3.47 -1.99 -3.39
H -4.03 -0.01 -0.51
H -2.46 -0.78 -0.89
H -3.90 -1.71 -0.60
H -6.06 -0.22 -1.72
H -5.94 -1.83 -2.02
H -7.37 -0.42 -3.69
H -6.23 -1.19 -4.65
H -6.58 1.49 -3.35
H -6.49 1.25 -5.11
H -5.00 3.33 -4.78
H -3.32 2.99 -4.20
H -4.63 3.20 -3.13
H -3.07 0.86 -5.79
H -4.55 1.22 -6.53
H -4.35 -0.41 -5.77
H -3.89 -2.92 -3.01
H -2.39 -1.99 -3.43
H -3.85 -1.91 -4.41
C 2.40 -3.02 1.97
C 2.57 -2.71 3.44
N 1.27 -2.43 4.00
C 0.64 -2.95 5.10
C -0.51 -2.28 5.30
N -0.62 -1.25 4.38
C 0.50 -1.37 3.55
C -1.59 -0.19 4.25
H 2.09 -4.03 1.71
H 3.36 -2.93 1.47
H 1.75 -2.42 1.33
H 3.31 -1.98 3.77
H 2.97 -3.59 3.96
H 1.12 -3.69 5.73
H -1.26 -2.44 6.07
H 0.65 -0.86 2.61
H -2.08 -0.35 3.30
H -1.09 0.78 4.19
H -2.33 -0.37 5.03
C 4.75 1.40 -2.99
C 4.33 2.67 -2.25
N 2.88 2.93 -2.29
C 1.92 1.98 -2.15
C 0.60 2.53 -2.05
N 0.78 3.88 -2.35
C 2.19 4.13 -2.44
C -0.24 4.84 -2.68
H 4.46 1.49 -4.04
H 4.35 0.47 -2.58
H 5.84 1.33 -2.98
H 4.81 3.60 -2.56
H 4.54 2.49 -1.19
H 2.18 0.97 -1.91
H -0.35 2.06 -1.85
H 2.52 5.13 -2.67
H -1.12 4.47 -3.20
H 0.24 5.52 -3.39
H -0.50 5.33 -1.74
C 3.63 -2.59 -1.43
C 2.65 -3.04 -2.50
N 2.29 -2.01 -3.44
C 3.13 -1.31 -4.30
C 2.41 -0.37 -5.02
N 1.11 -0.44 -4.65
C 1.07 -1.43 -3.66
C -0.05 0.29 -5.23
H 3.80 -3.38 -0.69
H 3.23 -1.73 -0.90
H 4.55 -2.23 -1.89
H 1.75 -3.46 -2.03
H 3.04 -3.84 -3.13
H 4.18 -1.53 -4.43
H 2.75 0.25 -5.84
H 0.18 -1.65 -3.08
H 0.05 0.28 -6.31
H 0.10 1.32 -4.92
H -1.05 0.12 -4.82
C -1.24 -6.43 5.81
C -0.36 -7.02 4.69
N -0.64 -6.22 3.45
C 0.21 -6.21 2.34
C -0.22 -5.21 1.46
N -1.41 -4.75 1.93
C -1.61 -5.31 3.15
C -2.14 -3.69 1.33
H -1.16 -6.89 6.79
H -2.29 -6.58 5.54
H -1.13 -5.36 6.01
H -0.63 -8.04 4.41
H 0.73 -7.11 4.68
H 1.08 -6.85 2.30
H 0.16 -4.86 0.51
H -2.30 -5.04 3.94
H -1.96 -2.68 1.70
H -3.19 -3.95 1.48
H -1.97 -3.72 0.25
C 4.93 0.26 0.56
C 5.85 0.66 1.70
O 5.94 -0.17 2.65
O 6.25 1.86 1.77
H 5.44 0.54 -0.36
H 3.99 0.81 0.58
H 4.71 -0.80 0.41
B 0.25 -0.63 0.00
F -0.72 -0.24 0.90
F 0.25 -1.93 -0.04
F -0.11 -0.21 -1.25
F 1.46 -0.14 0.43

***

Entry 3:
The following is a DFT calculation (ωB97M-V/def2-TZVPD) of a cluster of 3 separate species, CH2F2IN3 in total at a distorted geometry.

Properties
Kohn-Sham gap (alpha / beta)	0.3557 / 0.3330	Ha
<S²>	2.016
energy above the lowest of the compared OMol25 structures with the same formula, charge and spin	0.0	kcal per mole
molecular weight	220.95	g/mol
multiplicity	3

Element x y z (Å)
C -0.17 -1.52 1.03
N -2.34 -1.69 1.56
N -0.20 -0.47 0.37
N 0.29 -2.60 1.33
F 1.77 1.36 -0.74
F -0.10 -3.40 2.40
I -3.19 -1.76 3.19
H -0.70 -0.40 -0.52
H 1.30 0.83 -0.06

***

Entry 4:
The following is a DFT calculation (ωB97M-V/def2-TZVPD) of an isolated molecule of CH5O2P at a distorted geometry.

Properties
Kohn-Sham gap (alpha / beta)	0.2176 / 0.2993	Ha
<S²>	2.004
energy above the lowest of the compared OMol25 structures with the same formula, charge and spin	10.2	kcal per mole
molecular weight	80.02	g/mol
multiplicity	3

Element x y z (Å)
C 0.19 -0.20 -1.07
O -0.78 -1.20 -1.02
O -0.46 1.12 1.26
P 0.98 0.49 0.61
H -0.20 0.61 -1.57
H 1.09 -0.48 -1.70
H -1.38 -0.98 -0.29
H -0.37 1.25 2.23
H 0.94 -0.62 1.55

***

Entry 5:
The following is a DFT calculation (ωB97M-V/def2-TZVPD) of a structure of composition C27H45Cl4LaO2P at a distorted geometry.

Properties
Kohn-Sham gap	0.1212	Ha
energy above the lowest of the compared OMol25 structures with the same formula, charge and spin	0.0	kcal per mole
molecular weight	713.35	g/mol
net charge	-1

Element x y z (Å)
La 0.11 1.12 1.24
P 0.19 0.47 -2.23
Cl 2.54 0.69 0.28
C -0.22 3.32 0.51
H 0.21 4.24 0.91
H -1.29 3.55 0.36
C 1.36 -0.59 -3.30
C 0.21 2.28 -2.78
C 2.82 -0.12 -3.19
H 1.28 -1.56 -2.78
C 3.78 -1.15 -3.81
H 2.95 0.84 -3.71
H 3.07 0.06 -2.13
C 3.42 -1.49 -5.26
H 4.80 -0.76 -3.76
H 3.75 -2.06 -3.20
C 1.94 -1.85 -5.43
H 3.67 -0.63 -5.90
H 4.04 -2.33 -5.60
C 0.99 -0.84 -4.77
H 1.70 -1.92 -6.50
H 1.76 -2.84 -4.99
H 1.02 0.11 -5.33
H -0.04 -1.22 -4.87
C -1.52 -0.13 -2.75
C 0.70 2.49 -4.22
H -0.86 2.56 -2.74
C 0.66 3.97 -4.60
H 1.72 2.11 -4.32
H 0.10 1.92 -4.93
C 1.45 4.86 -3.64
H 1.04 4.10 -5.63
H -0.39 4.29 -4.60
C 1.07 4.61 -2.18
H 2.52 4.67 -3.75
H 1.30 5.91 -3.88
C 0.94 3.15 -1.77
H 1.80 5.10 -1.51
H 0.10 5.10 -1.97
H 1.88 2.71 -1.43
H 0.24 3.23 -0.60
C -1.61 -1.67 -2.64
H -2.15 0.30 -1.94
C -3.03 -2.19 -2.95
H -0.90 -2.14 -3.34
H -1.32 -1.99 -1.63
C -3.59 -1.64 -4.27
H -3.01 -3.28 -2.98
H -3.69 -1.90 -2.13
C -3.47 -0.12 -4.38
H -3.05 -2.10 -5.11
H -4.64 -1.93 -4.37
C -2.06 0.41 -4.08
H -3.77 0.21 -5.38
H -4.17 0.35 -3.66
H -1.39 0.13 -4.91
H -2.09 1.51 -4.06
C 0.53 -2.33 1.38
C 0.22 -1.37 2.20
H 1.30 -2.17 0.62
C -1.12 -1.29 2.90
H 0.97 -0.64 2.53
C -1.47 -2.70 3.43
H -1.10 -0.57 3.74
H -1.91 -0.95 2.20
C -1.29 -3.83 2.39
H -0.79 -2.91 4.27
H -2.50 -2.73 3.81
C -0.04 -3.71 1.48
H -1.24 -4.78 2.92
H -2.17 -3.90 1.76
H 0.74 -4.41 1.84
H -0.28 -4.06 0.47
Cl 1.04 -0.92 5.42
C 2.49 -0.09 4.76
Cl 3.66 0.09 6.06
Cl 3.23 -1.08 3.46
C 2.11 1.31 4.08
O 2.86 2.24 4.32
O 1.04 1.29 3.30

***

Entry 6:
The following is a DFT calculation (ωB97M-V/def2-TZVPD) of a structure of composition C4H10F8Li4N5O21S8 at a distorted geometry.

Properties
Kohn-Sham gap (alpha / beta)	0.3326 / 0.0968	Ha
<S²>	0.755
molecular weight	900.42	g/mol
multiplicity	2

Element x y z (Å)
Li 1.03 1.90 2.13
Li -2.51 -2.50 -0.02
Li -0.34 -2.47 1.86
Li 1.86 -0.66 -1.89
N -1.94 -3.47 1.59
S -3.21 -3.77 2.60
O -2.89 -4.42 3.91
O -4.46 -4.02 1.86
F -3.35 -2.19 3.00
S -1.49 -5.10 1.82
O -2.42 -6.17 1.55
O -0.42 -5.23 2.76
F -0.75 -5.10 0.33
N 0.68 -2.38 3.49
S 0.02 -1.49 4.59
O -0.62 -0.23 4.17
O 0.53 -1.72 5.89
F -1.33 -2.37 4.71
S 2.00 -1.26 3.52
O 3.02 -1.47 4.51
O 1.76 0.08 2.93
F 2.73 -2.03 2.24
N 2.60 2.64 1.28
S 2.82 2.41 -0.16
O 2.80 0.96 -0.58
O 3.54 3.51 -0.82
F 1.31 2.94 -0.59
S 4.24 2.28 1.64
O 5.14 3.48 1.51
O 4.65 0.89 1.39
F 4.04 2.27 3.21
N 1.66 -2.60 -1.99
S 1.97 -3.50 -0.79
O 2.48 -4.89 -0.87
O 1.20 -3.19 0.42
F 3.37 -2.72 -0.58
S 0.13 -3.30 -2.27
O -1.06 -2.65 -1.70
O 0.09 -4.73 -2.59
F -0.01 -2.75 -3.81
N -0.40 -0.09 0.10
O -1.01 -1.04 0.52
O -0.14 0.80 0.87
O 0.08 -0.07 -1.01
C -2.12 2.62 -1.41
O -1.97 3.64 -2.41
C -0.83 3.46 -3.22
C -0.67 4.72 -4.02
O -1.77 4.90 -4.92
C -2.85 5.61 -4.35
H -3.12 2.71 -1.00
H -1.40 2.76 -0.59
H -1.93 1.58 -1.68
H -0.95 2.54 -3.78
H 0.02 3.41 -2.54
H 0.27 4.53 -4.54
H -0.46 5.57 -3.36
H -2.55 6.53 -3.85
H -3.52 4.88 -3.91
H -3.51 5.97 -5.14

***

Entry 7:
The following is a DFT calculation (ωB97M-V/def2-TZVPD) of a structure of composition C25H32AsPPd.

Properties
Kohn-Sham gap	0.2796	Ha
energy above the lowest of the compared OMol25 structures with the same formula, charge and spin	0.0	kcal per mole
molecular weight	544.85	g/mol
net charge	+2

Element x y z (Å)
Pd 0.52 0.36 0.57
C -2.86 -3.74 0.93
C -3.59 -2.64 0.51
C -2.96 -1.60 -0.16
C -1.59 -1.68 -0.40
C -0.86 -2.80 0.01
C -1.49 -3.83 0.68
P -0.73 -0.33 -1.19
C -0.23 -0.72 -2.85
C 0.13 0.32 -3.72
C 0.47 0.02 -5.03
C 0.43 -1.30 -5.47
C 0.06 -2.33 -4.61
C -0.28 -2.04 -3.30
C -1.60 1.22 -0.99
C -2.57 1.96 -1.64
C -2.86 3.21 -1.09
C -2.19 3.67 0.04
C -1.19 2.93 0.66
C -0.93 1.69 0.12
H -3.36 -4.55 1.45
H -4.65 -2.59 0.71
H -3.53 -0.73 -0.47
H 0.21 -2.87 -0.20
H -0.93 -4.70 0.99
H 0.12 1.35 -3.39
H 0.74 0.81 -5.71
H 0.69 -1.53 -6.50
H 0.02 -3.35 -4.97
H -0.59 -2.84 -2.63
H -3.07 1.61 -2.53
H -3.61 3.83 -1.56
H -2.45 4.65 0.44
H -0.67 3.32 1.52
C 3.16 2.02 0.80
C 3.03 0.64 0.16
C 4.36 0.20 -0.48
C 1.97 0.59 -0.91
H 3.87 2.00 1.62
H 2.21 2.42 1.18
H 3.53 2.73 0.06
H 2.81 -0.14 0.92
H 4.61 0.86 -1.32
H 4.32 -0.82 -0.84
H 5.16 0.28 0.26
H 2.00 -0.29 -1.54
H 1.83 1.49 -1.49
C 1.18 -1.21 3.80
As 0.30 0.38 3.13
C -1.54 0.16 3.69
C 0.97 1.81 4.24
H 0.98 -1.32 4.86
H 2.26 -1.13 3.65
H 0.80 -2.08 3.27
H -1.58 -0.12 4.74
H -2.02 -0.61 3.08
H -2.07 1.10 3.55
H 0.56 1.70 5.24
H 0.67 2.78 3.83
H 2.06 1.77 4.28

***

Entry 8:
The following is a DFT calculation (ωB97M-V/def2-TZVPD) of a structure of composition C42H38IN8OP2SV at a distorted geometry.

Properties
Kohn-Sham gap (alpha / beta)	0.2121 / 0.2266	Ha
<S²>	0.831
molecular weight	942.68	g/mol
net charge	+1
multiplicity	2

Element x y z (Å)
V 0.42 0.00 -0.07
N -2.08 -0.10 -3.31
C -3.10 -1.05 -3.13
C -3.84 -1.49 -4.21
C -4.83 -2.45 -4.05
C -5.09 -2.98 -2.79
C -4.35 -2.54 -1.70
C -3.36 -1.58 -1.87
S -2.44 -1.04 -0.46
N -1.13 -0.25 -1.15
C -1.08 0.12 -2.40
C 0.18 0.70 -2.78
C 0.46 1.39 -3.96
C 1.72 1.89 -4.17
C 2.70 1.69 -3.19
C 2.37 1.02 -2.04
N 1.13 0.54 -1.81
H -1.94 0.23 -4.25
H -3.66 -1.07 -5.19
H -5.39 -2.79 -4.90
H -5.86 -3.72 -2.66
H -4.54 -2.94 -0.71
H -0.32 1.55 -4.70
H 1.95 2.43 -5.08
H 3.71 2.06 -3.33
H 3.10 0.86 -1.26
N -0.29 1.95 2.08
P -0.63 0.27 2.18
C 0.18 -0.25 3.73
C 1.37 0.32 4.17
C 1.95 -0.10 5.36
C 1.36 -1.11 6.11
C 0.19 -1.70 5.66
C -0.39 -1.28 4.48
C -2.37 0.33 2.78
C -2.85 1.46 3.42
C -4.15 1.49 3.92
C -4.97 0.39 3.78
C -4.50 -0.75 3.15
C -3.20 -0.78 2.65
P 0.30 2.36 0.53
C 1.78 3.39 0.80
C 2.39 3.56 2.04
C 3.48 4.41 2.17
C 3.96 5.10 1.07
C 3.37 4.92 -0.18
C 2.29 4.06 -0.31
C -0.82 3.72 0.05
C -1.46 4.51 1.00
C -2.25 5.57 0.60
C -2.40 5.87 -0.75
C -1.76 5.09 -1.70
C -0.98 4.02 -1.30
H 0.12 2.39 2.90
H 1.87 1.08 3.59
H 2.87 0.35 5.69
H 1.81 -1.43 7.03
H -0.27 -2.50 6.22
H -1.31 -1.74 4.13
H -2.22 2.33 3.55
H -4.51 2.38 4.42
H -5.98 0.41 4.17
H -5.13 -1.62 3.05
H -2.84 -1.67 2.16
H 2.03 3.04 2.91
H 3.96 4.53 3.13
H 4.80 5.77 1.17
H 3.75 5.45 -1.04
H 1.83 3.92 -1.28
H -1.35 4.28 2.05
H -2.75 6.18 1.35
H -3.01 6.71 -1.05
H -1.87 5.32 -2.75
H -0.49 3.40 -2.05
N -4.61 1.47 0.04
N -3.30 1.84 -0.35
H -4.89 1.91 0.92
H -4.64 0.47 0.17
H -2.67 1.96 0.44
H -3.36 2.72 -0.84
O 4.13 0.12 1.97
C 3.07 0.18 1.46
N 1.98 0.26 0.96
I 1.27 -4.67 3.25
C 0.83 -3.93 1.34
C 0.50 -4.77 0.29
C 0.23 -4.19 -0.94
C 0.30 -2.82 -1.07
N 0.61 -2.00 -0.05
C 0.89 -2.56 1.13
H 0.46 -5.84 0.43
H -0.02 -4.80 -1.79
H 0.09 -2.36 -2.03
H 1.17 -1.90 1.93

***

Entry 9:
The following is a DFT calculation (ωB97M-V/def2-TZVPD) of a cluster of 2 separate species, C5H14 in total at a distorted geometry.

Properties
Kohn-Sham gap	0.4595	Ha
SMILES	CCC.CC
energy above the lowest of the compared OMol25 structures with the same formula, charge and spin	7.1	kcal per mole
molecular weight	74.17	g/mol

Element x y z (Å)
C -0.64 3.06 -0.07
C 0.13 1.73 0.19
C -0.37 1.04 1.46
H -0.19 3.86 0.50
H -1.67 2.92 0.25
H -0.62 3.30 -1.13
H -0.06 1.12 -0.70
H 1.17 2.02 0.28
H 0.37 0.30 1.72
H -0.44 1.72 2.30
H -1.36 0.63 1.26
C 0.13 -2.28 -0.19
C 0.80 -3.11 -1.31
H 0.65 -1.33 -0.05
H -0.92 -2.12 -0.42
H 0.16 -2.84 0.74
H 1.54 -2.54 -1.87
H 0.03 -3.46 -2.00
H 1.31 -4.01 -0.96